1.
The following is a DFT calculation (ωB97M-V/def2-TZVPD) of one molecule with the formula C3H4ClFO.

```
10
Properties=species:S:1:pos:R:3:forces:R:3
C 0.0459 0.3848 -0.1663 0.1 -0.5 2.6
C -0.6722 -0.2613 1.0629 -2.5 3.0 -1.3
C -1.2486 -0.1291 -1.0078 1.3 4.4 3.0
H 0.0887 -1.0382 1.3538 -2.2 0.5 1.1
H -1.2201 0.6212 1.6280 2.0 -2.2 0.2
H -0.9652 -0.7128 -1.8274 -0.2 -1.3 -1.1
H -1.7039 0.8749 -1.2086 -0.2 -1.1 -0.8
O -1.8623 -0.6383 0.1973 2.0 -1.1 -0.6
F 0.4011 1.7748 0.0877 -0.9 -2.7 -1.3
Cl 1.5494 -0.6223 -0.0969 0.6 0.9 -1.8
```
Positions in Å, forces in eV/Å.

- HOMO energy: -10.548 eV
- SMILES string: FC1(Cl)COC1
- F_max: 5.49 eV Å⁻¹
- ΔE to the lowest compared entry with this formula, charge and spin: 266.21 kJ/mol
- Gap between HOMO and LUMO: 11.36 eV

Results of the Löwdin charge analysis, in e, for atoms 1 through 5: -0.656 -0.148 -0.104 0.062 0.170

=====

2.
The following is a DFT calculation (ωB97M-V/def2-TZVPD) of a 2-piece molecular cluster, C24H38FN3O7 overall.

```
73
Properties=species:S:1:pos:R:3:forces:R:3
C -2.3354 4.3609 -1.6131 -0.2 -0.3 0.0
C -2.3541 4.0066 -3.0951 0.6 -0.1 0.3
O -1.7597 2.7348 -3.3370 -0.1 0.0 0.1
C -2.4264 1.6755 -2.6927 -0.1 -0.1 -0.2
C -2.2437 0.4060 -3.4904 -0.3 0.4 -0.3
O -0.9250 -0.1105 -3.3983 0.2 -0.3 0.3
C -0.7194 -1.0660 -2.4483 0.2 0.1 -0.2
C 0.1815 -0.8383 -1.3994 -0.3 -0.2 -0.3
F 0.7928 0.3622 -1.3737 -0.2 -0.2 0.1
C 0.4539 -1.7694 -0.3960 0.2 0.3 0.1
C 1.4218 -1.3510 0.7010 -0.7 -0.7 0.1
C 0.8878 -1.4734 2.1424 0.2 0.4 0.0
C 0.2822 -0.1792 2.6809 0.3 -0.2 0.4
C 1.2805 0.9610 2.8510 -0.6 0.2 0.1
C 0.5355 2.2345 3.2520 -0.1 -0.5 -0.1
N -0.0411 2.1007 4.6004 0.2 0.1 -0.2
C -0.1617 -3.0385 -0.4525 0.1 0.0 -0.3
N 0.0932 -4.0919 0.4709 0.0 0.6 0.1
C -1.0555 -3.2667 -1.4938 0.2 -0.1 0.2
C -1.3236 -2.3089 -2.4657 -0.1 0.0 -0.1
C -2.3369 -2.9261 -3.4070 0.3 0.5 1.3
O -2.5070 -2.7229 -4.5587 -0.4 0.3 -0.7
N -3.0247 -3.9082 -2.5927 0.3 -0.6 -1.0
C -4.0130 -3.2899 -1.7210 -0.5 -0.3 0.1
C -5.4452 -3.8257 -1.9172 0.0 0.2 0.1
O -5.4557 -5.0950 -2.5716 0.0 0.5 0.5
C -6.3785 -5.9377 -2.0792 -0.2 -0.2 -0.2
O -6.2361 -7.1116 -2.1041 0.1 -0.9 -0.2
C -1.9012 -4.4722 -1.8422 0.0 1.3 0.2
O -1.7084 -5.6220 -1.6790 0.0 -0.8 0.4
H -2.3329 5.4317 -1.4330 0.0 0.1 -0.1
H -1.4371 3.9242 -1.1846 0.2 0.1 0.1
H -3.1818 3.9399 -1.0739 -0.1 0.0 0.0
H -1.7083 4.7009 -3.6225 -0.1 0.1 -0.2
H -3.3577 4.0269 -3.5231 -0.1 0.1 0.0
H -2.0710 1.5165 -1.6697 0.0 0.1 0.1
H -3.5024 1.8807 -2.6564 -0.1 0.0 0.1
H -2.4154 0.6383 -4.5377 0.1 0.0 -0.2
H -3.0123 -0.3107 -3.2021 0.1 -0.3 0.2
H 1.6721 -0.3132 0.5511 0.4 0.1 -0.2
H 2.3171 -1.9603 0.5849 0.2 0.1 0.0
H 1.7289 -1.7274 2.7875 0.1 -0.1 0.1
H 0.1616 -2.2669 2.2673 -0.1 -0.2 -0.1
H -0.5840 0.1469 2.1008 0.0 0.0 -0.3
H -0.0956 -0.4034 3.6792 -0.2 0.0 0.1
H 1.9785 0.7193 3.6498 0.2 -0.1 0.0
H 1.8372 1.1462 1.9347 0.1 0.1 -0.1
H 1.2122 3.0817 3.1825 0.0 0.2 0.2
H -0.2737 2.3667 2.5285 0.1 0.3 -0.3
H -0.1569 3.0073 5.0324 0.0 0.0 0.0
H -0.9674 1.7087 4.4991 -0.1 0.0 0.2
H -0.6532 -4.1092 1.1577 -0.1 -0.4 -0.1
H 0.9381 -3.9120 0.9958 0.1 0.0 0.0
H -3.7395 -3.4297 -0.6750 0.2 -0.1 0.1
H -4.0515 -2.2096 -1.8646 0.1 0.2 -0.1
H -5.8909 -3.9288 -0.9292 -0.1 0.0 0.1
H -6.0495 -3.0857 -2.4397 0.0 -0.2 -0.4
H -7.3104 -5.5024 -1.6958 0.1 0.5 0.1
C 4.8895 4.0262 1.3064 0.0 -0.1 -0.1
C 5.0312 3.3846 2.6762 0.0 0.1 0.0
O 5.1169 1.9722 2.6452 -0.1 -0.1 0.1
C 6.2064 1.4251 1.9249 0.1 0.0 -0.1
C 7.5695 1.8430 2.4491 0.0 0.1 0.1
H 4.0133 3.6326 0.7886 0.0 0.0 0.0
H 4.7788 5.1062 1.4083 0.0 0.0 0.0
H 5.7592 3.8412 0.6748 0.0 0.0 0.0
H 4.1456 3.6065 3.2727 0.0 -0.1 0.0
H 5.8855 3.8078 3.2163 0.0 0.0 0.0
H 6.1147 1.6584 0.8579 0.0 0.0 0.0
H 6.1003 0.3439 2.0170 -0.1 0.0 0.0
H 7.7279 2.9191 2.3672 0.0 0.0 -0.1
H 8.3573 1.3480 1.8808 0.0 0.0 0.0
H 7.6728 1.5719 3.5006 0.0 0.0 0.0
```
Positions in Å, forces in eV/Å.

- HOMO energy: -9.027 eV
- SMILES string: CCOCCOc1c(F)c(CCCCCN)c(N)c2c1C(=O)N(CCOC=O)C2=O.CCOCC
- F_max: 1.41 eV Å⁻¹
- Gap between HOMO and LUMO: 9.12 eV

Results of the Löwdin charge analysis, in e, for atoms 1 through 5: -0.080 -0.256 -0.138 -0.208 -0.144

=====

3.
The following is a DFT calculation (ωB97M-V/def2-TZVPD) of C25H36F3N2O4PPtS2 as an isolated structure.

```
74
Properties=species:S:1:pos:R:3:forces:R:3
Pt -0.9847 0.0302 -1.6971 0.0 -0.1 -0.2
C 0.7555 2.5893 -0.7589 -0.1 0.0 0.1
N 1.0150 1.3820 -1.5727 0.1 0.0 -0.1
C 1.9320 0.4682 -0.8553 0.1 0.0 0.0
C 2.0290 -0.9123 -1.4928 0.1 0.0 0.0
N 0.7873 -1.6737 -1.3199 0.0 0.1 0.1
C 0.6915 -2.2502 0.0386 0.0 0.0 0.0
C 0.5318 -2.6776 -2.2947 0.0 0.0 -0.1
C 1.5494 -3.3579 -2.9469 -0.1 0.0 0.0
C 1.2553 -4.3894 -3.8286 0.0 0.0 0.0
C -0.0599 -4.7768 -4.0524 0.0 0.0 0.0
C -1.0848 -4.1091 -3.4155 0.0 0.0 0.0
C -0.8169 -3.0254 -2.5644 0.1 0.0 0.0
S -2.1387 -2.0708 -2.0105 -0.1 0.0 0.1
C 1.5365 1.7236 -2.8755 0.0 0.0 0.0
C 2.6002 2.6066 -2.9925 0.0 0.0 0.1
C 3.1243 2.9404 -4.2314 0.0 0.0 0.0
C 2.5979 2.3841 -5.3908 0.0 0.0 0.0
C 1.5533 1.4941 -5.2961 -0.1 -0.1 0.0
C 0.9991 1.1489 -4.0479 0.1 0.1 0.0
S -0.3085 0.0425 -4.0333 -0.1 0.0 0.1
H 1.6897 3.0485 -0.4220 0.0 0.0 0.0
H 0.1584 2.3210 0.1145 0.0 0.0 -0.1
H 0.1890 3.2955 -1.3606 0.0 0.0 0.0
H 1.5616 0.3917 0.1658 0.0 0.0 0.1
H 2.9360 0.9118 -0.8098 0.0 0.0 0.0
H 2.8760 -1.4443 -1.0379 0.0 0.0 0.0
H 2.2376 -0.8195 -2.5612 0.0 0.0 0.0
H 1.4893 -2.9915 0.1735 0.0 0.0 0.0
H -0.2766 -2.7285 0.1617 0.0 0.0 0.0
H 0.7671 -1.4647 0.7826 0.0 0.0 0.0
H 2.5810 -3.1009 -2.7507 0.0 0.0 0.0
H 2.0640 -4.9112 -4.3231 0.0 0.0 0.0
H -0.2822 -5.5928 -4.7250 0.0 0.0 0.0
H -2.1152 -4.3846 -3.5882 -0.1 0.0 0.0
H 3.0259 3.0463 -2.1018 0.0 0.0 0.0
H 3.9486 3.6383 -4.2909 0.0 0.0 0.0
H 3.0054 2.6452 -6.3569 0.0 0.0 0.0
H 1.1289 1.0412 -6.1806 0.0 0.0 -0.1
F -3.3987 1.1446 -2.9502 0.1 0.0 0.0
C -2.4488 1.5209 -2.0321 -0.2 0.3 0.0
F -3.1509 1.9358 -0.9537 0.1 0.0 -0.1
F -1.9126 2.6765 -2.5704 0.0 -0.1 0.0
C -4.0101 0.3671 2.0183 0.0 0.0 0.0
C -3.2124 0.1694 3.2984 0.0 0.0 0.0
C -3.6986 -1.0592 4.0544 0.0 0.1 0.0
C -3.2680 1.4104 4.1778 -0.1 0.0 0.0
O -1.8200 -0.1217 3.0005 0.1 0.0 -0.1
P -0.9939 0.6366 1.8509 -0.1 0.2 -0.1
O -1.1742 2.1064 1.8837 0.0 -0.1 0.0
O -1.2150 -0.0921 0.5439 0.1 -0.1 0.0
O 0.5091 0.1943 2.2463 0.1 0.0 0.0
C 1.1969 0.4289 3.5008 0.0 -0.1 0.0
C 2.6608 0.5936 3.1099 -0.1 0.0 0.0
C 0.9952 -0.8145 4.3600 0.1 0.1 0.0
C 0.6997 1.6729 4.2174 0.0 0.0 0.1
H -5.0641 0.4989 2.2662 0.0 0.0 0.0
H -3.9086 -0.4997 1.3660 0.0 0.0 0.0
H -3.6735 1.2477 1.4745 0.0 0.0 0.0
H -4.7317 -0.9229 4.3736 0.0 0.0 0.0
H -3.0816 -1.2255 4.9376 0.0 0.0 0.0
H -3.6425 -1.9436 3.4198 0.0 0.0 0.0
H -4.3045 1.6320 4.4376 0.0 0.0 0.0
H -2.8378 2.2621 3.6560 0.0 0.0 0.0
H -2.7145 1.2433 5.1034 0.0 0.0 0.0
H 2.9977 -0.2723 2.5386 0.0 0.0 0.0
H 3.2877 0.6842 3.9967 0.0 0.0 0.0
H 2.7912 1.4887 2.5012 0.0 0.0 0.0
H 1.3932 -1.6937 3.8522 0.0 0.0 0.0
H -0.0657 -0.9670 4.5444 0.0 0.0 0.0
H 1.5085 -0.7058 5.3160 0.0 0.0 0.0
H 0.7085 2.5359 3.5571 0.0 0.0 0.0
H 1.3494 1.8610 5.0746 0.0 0.0 0.0
H -0.3194 1.5385 4.5778 0.0 0.0 0.0
```
Positions in Å, forces in eV/Å.

- HOMO energy (alpha / beta): -6.446 / -8.784 eV
- Spin multiplicity: 5
- ⟨S²⟩: 6.05
- F_max: 0.35 eV Å⁻¹
- Gap between HOMO and LUMO (alpha / beta): 6.68 / 5.91 eV

Results of the Löwdin charge analysis, in e, for atoms 1 through 5: 0.871 -0.041 -0.230 -0.149 -0.163

=====

4.
The following is a DFT calculation (ωB97M-V/def2-TZVPD) of a 2-piece molecular cluster, C3H8NO overall.

```
13
Properties=species:S:1:pos:R:3:forces:R:3
C 2.6177 0.1185 0.1719 3.7 0.0 -1.6
C 1.1947 -0.0635 0.3252 1.6 -0.5 0.2
C -3.5477 -0.3435 -0.0211 -0.8 -1.5 1.4
N 0.3033 0.2040 -0.5500 2.4 -0.2 -1.0
O -2.3716 -0.1602 -0.1409 0.7 -0.4 -0.1
H 2.6732 1.1769 0.4777 0.4 -0.1 0.5
H 3.4335 -0.4979 0.7335 -2.2 1.0 -0.4
H 0.9625 -0.3319 1.3589 -1.0 0.2 -0.4
H -4.0567 -1.2867 0.3741 1.1 0.5 -0.6
H -4.2389 0.4420 -0.1515 -1.0 1.3 -0.6
H 0.5153 0.3689 -1.5896 -0.6 -0.2 2.2
H -0.5715 0.1815 -0.1165 -2.8 0.0 -0.6
H 3.0862 0.1919 -0.8716 -1.3 -0.3 1.0
```
Positions in Å, forces in eV/Å.

- HOMO energy: -14.236 eV
- F_max: 4.01 eV Å⁻¹
- ΔE to the lowest compared entry with this formula, charge and spin: 118.97 kJ/mol
- Total charge: +1
- Gap between HOMO and LUMO: 9.75 eV

Results of the Löwdin charge analysis, in e, for atoms 1 through 5: -0.048 -0.113 -0.068 0.239 -0.023

=====

5.
The following is a DFT calculation (ωB97M-V/def2-TZVPD) of C25H19CrF5N8O2 as an isolated structure.

```
60
Properties=species:S:1:pos:R:3:forces:R:3
Cr 0.9548 1.3601 -0.4405 -0.1 -0.1 0.0
N 2.6300 1.3359 -1.7131 0.0 0.1 0.0
C 2.3673 2.1049 -2.9527 -0.2 0.0 -0.1
C 3.6157 2.7637 -3.5732 -0.1 0.1 0.0
C 3.9414 2.3591 -5.0253 0.0 0.0 0.0
C 3.3952 3.3669 -6.0362 -0.1 0.0 0.1
N 1.9525 3.5362 -5.8929 0.1 0.0 -0.3
C 1.0001 3.0080 -6.6436 0.0 0.0 0.0
N 1.2633 2.3237 -7.7602 0.0 0.0 0.0
N -0.2680 3.1541 -6.2507 -0.1 0.0 0.0
C 1.2290 3.0941 -2.6339 0.2 -0.1 0.2
O 0.8928 3.9565 -3.4199 -0.1 0.1 0.1
O 0.6602 2.8806 -1.4868 0.0 0.1 -0.1
H 3.4360 1.7263 -1.2333 0.0 0.0 0.0
H 2.8504 0.3625 -1.9093 0.0 0.0 0.0
H 1.9174 1.4117 -3.6699 0.1 -0.1 0.0
H 4.4757 2.5553 -2.9353 0.0 -0.1 0.0
H 3.4825 3.8483 -3.5284 0.1 0.0 0.0
H 3.5518 1.3621 -5.2481 0.0 0.0 0.0
H 5.0227 2.3040 -5.1517 0.0 0.0 0.0
H 3.6440 3.1098 -7.0631 0.1 -0.1 0.0
H 3.8535 4.3400 -5.8559 0.0 0.0 0.0
H 1.6338 3.9634 -5.0224 0.0 0.0 0.1
H 2.1965 2.2584 -8.1230 0.0 0.0 0.0
H 0.5183 2.0183 -8.3626 0.0 0.0 0.0
H -0.4827 3.6690 -5.4108 0.0 0.0 0.0
H -1.0340 2.8348 -6.8174 0.0 0.0 0.0
F -0.9676 1.5983 3.3674 0.0 0.0 0.0
C -2.2081 1.5967 3.8589 0.0 0.0 0.0
C -2.3745 1.5925 5.1911 0.0 0.0 0.0
F -1.3051 1.5885 5.9582 0.0 0.0 0.0
C -3.6897 1.5869 5.8089 0.0 0.0 0.0
C -4.7980 1.5851 4.8681 0.0 0.0 0.0
C -4.6184 1.5901 3.5342 0.0 0.0 0.0
F -5.6757 1.5913 2.7421 0.0 0.0 0.0
C -3.3090 1.5987 2.9294 0.0 0.0 0.0
C -3.1344 1.5976 1.5646 -0.1 0.1 -0.2
C -1.8557 1.5944 0.9497 0.2 -0.1 0.4
N -0.8279 1.5517 0.4419 -0.1 0.1 -0.2
C -4.1904 1.5845 0.5948 -0.1 -0.2 0.1
N -4.9809 1.5159 -0.2353 0.1 0.1 -0.1
F -6.0222 1.5813 5.3417 0.0 0.0 0.0
C -3.8699 1.5852 7.1580 0.0 0.0 0.0
C -5.1560 1.5710 7.7889 0.0 0.0 0.0
N -6.1472 1.5633 8.3688 0.0 0.0 0.0
C -2.7869 1.6024 8.0975 0.1 0.1 -0.1
N -1.9256 1.6416 8.8556 -0.1 0.0 0.1
F 1.0341 -0.3768 -0.4953 0.0 0.0 0.0
C 1.8329 1.8254 0.8514 0.0 0.0 0.0
C 2.5977 2.2086 1.9576 0.0 0.0 0.1
C 3.1063 1.2252 2.8316 0.0 0.0 0.0
C 3.8533 1.6151 3.9216 0.0 0.0 0.0
C 4.0923 2.9692 4.1465 0.0 0.0 0.0
C 3.5911 3.9478 3.2902 0.0 0.0 0.0
C 2.8436 3.5774 2.1939 0.0 0.0 0.0
H 2.9037 0.1804 2.6356 0.0 0.0 0.0
H 4.2530 0.8747 4.6002 0.0 0.0 0.0
H 4.6796 3.2675 5.0052 0.0 0.0 0.0
H 3.7884 4.9921 3.4876 0.0 0.0 0.0
H 2.4389 4.3172 1.5154 0.0 0.0 0.0
```
Positions in Å, forces in eV/Å.

- HOMO energy (alpha / beta): -13.871 / -13.871 eV
- F_max: 0.43 eV Å⁻¹
- ΔE to the lowest compared entry with this formula, charge and spin: 17.81 kJ/mol
- Total charge: +2
- Gap between HOMO and LUMO (alpha / beta): 6.10 / 6.10 eV

Results of the Löwdin charge analysis, in e, for atoms 1 through 5: 0.872 0.036 -0.220 -0.111 -0.148

=====

6.
The following is a DFT calculation (ωB97M-V/def2-TZVPD) of an isolated ion of composition C4H13N2 and charge +1.

```
19
Properties=species:S:1:pos:R:3:forces:R:3
C 2.3551 0.3379 -0.2213 -0.7 -0.6 1.1
C 0.9342 -0.1601 0.3297 2.6 1.7 -1.4
C 0.0350 1.0126 -0.0427 -3.1 -1.1 0.1
C -1.4388 0.8127 0.5663 -0.6 1.8 -0.1
N -2.1130 -0.4142 -0.1445 -3.0 3.0 1.2
N 0.4088 -1.4220 -0.2857 -1.8 0.9 -1.4
H 2.1871 1.0456 -1.1168 0.6 -0.9 1.7
H 2.8706 -0.5638 -0.5757 0.5 0.5 0.2
H 2.8537 0.7475 0.7669 -0.5 -0.3 -2.6
H 1.1001 -0.3518 1.3881 -0.7 0.0 0.0
H 0.5867 1.9692 0.0766 -0.9 -0.6 0.4
H -0.3159 0.9462 -1.1103 1.3 0.1 0.4
H -2.0341 1.8549 0.4410 1.1 -2.6 0.2
H -1.4595 0.5331 1.6410 0.2 0.4 -0.6
H -2.4737 -0.0684 -1.0266 1.3 0.1 -1.4
H -3.1733 -0.2947 0.1515 2.5 -1.3 0.8
H 0.6962 -2.3170 0.1138 0.1 0.3 -0.1
H 0.4450 -1.4254 -1.3375 0.7 -0.1 1.2
H -0.6664 -1.2396 -0.1924 0.3 -1.1 0.3
```
Positions in Å, forces in eV/Å.

- HOMO energy: -14.725 eV
- SMILES string: C[C@H]([NH3+])CCN
- F_max: 4.38 eV Å⁻¹
- ΔE to the lowest compared entry with this formula, charge and spin: 220.65 kJ/mol
- Total charge: +1
- Gap between HOMO and LUMO: 11.69 eV

Results of the Löwdin charge analysis, in e, for atoms 1 through 5: -0.044 -0.364 -0.171 -0.201 -0.052

=====

> The lowest F_max belongs to which entry?

C25H36F3N2O4PPtS2